# 1
59
Properties=species:S:1:pos:R:3:forces:R:3:lowdin_charge:R:1 method="wB97M-V/def2-TZVPD" orbital_gap_ev=8.5 e_lumo_ev=-2.6 multiplicity=1 e_tot_ev=-40330.310 charge=+1
C -2.04565 -0.18976 -3.16007 0.0237 -0.2591 0.1664 0.006
C -0.94656 -0.35939 -2.11063 -0.2919 0.3232 -0.1595 -0.331
F -0.06641 -1.34152 -2.51673 -0.0256 -0.0611 0.0721 0.004
C -0.14835 0.93181 -1.85542 1.0820 -0.4811 -0.1070 -0.457
N 0.60762 1.21778 -3.04919 -0.2139 0.0327 0.0753 0.107
C 0.87570 0.63755 -0.73862 -0.2188 -0.1561 0.6694 -0.076
C 0.22378 1.04826 0.56947 -0.0521 0.5338 -0.4672 -0.077
N -0.55621 2.26401 0.12442 0.6041 0.2903 0.0554 0.040
C -1.11048 2.00601 -1.25348 -0.3397 -0.2757 -0.3462 -0.303
P -1.55164 3.72202 -1.93040 0.1629 0.2242 0.2507 0.916
C -0.97030 3.87768 -3.64897 -0.2186 0.0583 0.0647 -0.263
O -3.15452 3.53616 -2.16092 0.0147 0.1620 0.2211 -0.300
H -3.00124 -0.53539 -2.77491 -0.1083 0.0639 -0.0387 0.090
H -1.80902 -0.80707 -4.02307 0.0728 0.0686 -0.0831 0.099
H -2.15023 0.84476 -3.48435 -0.0483 0.0560 -0.0779 0.063
H -1.36764 -0.69704 -1.16119 -0.0580 -0.0414 0.0889 0.147
H 0.05563 1.46067 -3.85339 -0.0335 0.0010 -0.1412 0.072
H 1.36302 1.86754 -2.91420 0.0883 0.1304 -0.0298 0.088
H 1.14665 -0.41139 -0.68633 0.0555 -0.1085 -0.2728 0.134
H 1.80433 1.19318 -0.85837 0.0110 0.1512 -0.2115 0.133
H 0.95036 1.38182 1.30480 -0.1245 -0.2874 0.3456 0.091
H -0.48535 0.32653 0.95836 -0.0420 -0.0670 0.1339 0.132
H 0.12099 3.02576 0.02595 -0.0179 0.0616 0.0649 0.153
H -1.22901 2.62866 0.79820 -0.2426 -0.2707 0.0084 0.177
H -2.08018 1.52347 -1.12050 -0.1010 0.1417 0.2143 0.119
H 0.08588 3.67458 -3.76314 0.1461 -0.0232 -0.0069 0.032
H -1.56084 3.27610 -4.34056 0.1186 -0.1602 -0.1107 0.047
H -1.13152 4.92536 -3.90225 -0.0488 0.0393 -0.0337 0.049
H -3.37524 3.15858 -3.01404 -0.2723 -0.1652 -0.2746 0.053
C 1.19865 -4.08537 -3.18369 -0.0413 -0.0685 -0.1142 -0.038
C 1.52168 -5.36095 -3.92884 0.0602 0.0094 0.0819 -0.506
O 0.94703 -5.65177 -4.94851 -0.0515 -0.0175 -0.0767 0.077
C 2.59233 -6.24644 -3.33720 -0.0524 -0.0512 -0.1190 -0.025
H 0.41975 -3.54761 -3.71384 -0.0271 0.0237 -0.0174 0.066
H 0.85633 -4.31723 -2.17349 0.0752 0.0178 0.0393 0.083
H 2.08685 -3.45546 -3.11154 0.0175 -0.0163 0.0800 0.085
H 2.30628 -6.56022 -2.33196 0.0456 0.0516 0.0403 0.084
H 3.53496 -5.70091 -3.26980 -0.0039 0.0178 0.0776 0.084
H 2.72789 -7.12388 -3.96352 -0.0020 -0.0071 -0.0087 0.083
C 2.96580 1.10470 5.04802 0.0814 -0.0449 -0.1584 -0.006
C 2.15373 1.72385 3.94543 -0.0863 -0.0052 -0.0020 -0.480
O 2.33989 1.43589 2.77908 0.0888 -0.0423 -0.0368 0.032
C 1.08283 2.70148 4.33435 0.0392 0.1319 -0.0539 -0.018
H 3.69411 0.41460 4.63055 0.0028 -0.0003 -0.0058 0.087
H 3.48393 1.88329 5.60909 -0.0515 0.0031 0.0755 0.094
H 2.30988 0.57035 5.73670 -0.0128 0.0686 0.0663 0.083
H 1.51207 3.54273 4.88102 -0.0038 -0.0500 0.0807 0.095
H 0.33925 2.21245 4.96168 0.0008 0.0113 0.0813 0.071
H 0.58961 3.07577 3.43985 -0.0188 0.0248 0.0025 0.071
C -0.85321 -1.29896 5.25158 0.0399 0.1638 0.0058 -0.011
C -1.63178 -0.45453 4.27578 -0.0392 -0.1091 0.1022 -0.497
O -1.47988 0.74573 4.21015 0.0617 0.0360 -0.1859 0.048
C -2.61723 -1.17670 3.39112 0.0344 0.1569 -0.0693 -0.023
H -0.18681 -0.66946 5.83595 -0.0009 0.0045 0.0087 0.075
H -1.53646 -1.81796 5.92474 -0.0004 -0.0773 -0.0355 0.093
H -0.26922 -2.04910 4.71587 -0.0528 -0.0664 0.0150 0.092
H -3.36107 -1.68910 4.00182 0.0245 -0.0757 -0.0074 0.092
H -2.10120 -1.92701 2.78904 -0.0256 -0.0794 0.0580 0.086
H -3.11957 -0.46490 2.74009 -0.0233 0.0087 0.0055 0.077

=====

# 2
43
Properties=species:S:1:pos:R:3:forces:R:3:lowdin_charge:R:1 method="wB97M-V/def2-TZVPD" orbital_gap_ev="7.3 / 4.9" e_lumo_ev="-15.2 / -17.3" multiplicity=6 de_lowest_kcal_mol=0.00 e_tot_ev=-29303.868 charge=+4
C -0.93481 2.68183 0.06920 -0.2473 0.8752 -0.2849 -0.039
N -0.88342 1.34204 0.00329 -0.0608 -2.0223 -1.4604 -0.125
N -2.10729 0.90110 -0.45853 -1.2271 -0.1177 -0.3182 -0.027
C -2.91557 1.97680 -0.65031 0.4310 -0.9768 -0.0342 0.050
C -2.20880 3.13467 -0.32969 0.9421 -0.2243 0.4280 0.083
B -2.47969 -0.63068 -0.62001 -1.3768 0.8321 -0.2442 -0.446
N -1.72341 -1.42548 -1.76346 -2.4799 -0.7938 -1.9247 0.007
N -0.37702 -1.72695 -1.71817 0.5333 -0.6320 -2.1948 -0.076
C -0.08779 -2.45193 -2.81030 1.0881 0.4084 1.4330 0.023
C -1.25379 -2.65382 -3.57637 1.2415 -0.9828 -0.8781 0.178
C -2.26090 -1.99156 -2.87627 -1.2010 2.1006 2.9055 0.121
Ir 0.36361 -0.29815 -0.37671 2.6790 3.6297 1.9656 1.458
N -2.14666 -1.32804 0.72106 -2.8559 -1.2777 1.1333 0.023
N -0.84507 -1.32532 1.09915 1.2104 -1.4283 2.9106 -0.036
C -0.76359 -1.97086 2.27390 1.6667 1.0132 -1.2967 0.028
C -2.04765 -2.40333 2.66724 0.7710 -0.7267 1.5539 0.184
C -2.89962 -1.97256 1.64876 -0.5690 1.8528 -3.4854 0.139
H 0.20057 -2.08930 2.76879 -0.3726 -0.0867 -0.0305 0.163
H -3.97604 -2.07608 1.51679 0.1954 -0.0359 0.1206 0.188
H -2.31825 -2.95306 3.56767 0.0438 0.0776 -0.1465 0.178
H -3.66531 -0.69169 -0.86010 0.5822 -0.0470 0.1139 0.151
H -3.32531 -1.88662 -3.08350 0.2279 -0.0664 -0.0772 0.184
H -3.93954 1.83694 -0.99487 0.2832 0.1332 0.0832 0.168
H -1.35159 -3.21445 -4.50516 0.0390 0.1320 0.1393 0.178
H -2.56862 4.16206 -0.36753 0.1454 -0.3229 0.0543 0.155
H 0.93412 -2.79003 -2.98056 -0.3415 0.0290 -0.1048 0.158
H -0.06094 3.24134 0.40238 -0.4275 -0.0153 -0.2618 0.144
H 2.68617 -1.33729 -0.86168 -0.3338 -0.1587 0.3774 -0.034
C 3.56614 -1.21913 -1.51434 0.4279 0.1825 -0.7396 -0.022
H 3.61632 -2.06429 -2.21970 -0.0271 0.3571 0.3485 0.056
H 3.48201 -0.27547 -2.07702 0.0588 -0.4181 0.0393 0.041
H 4.47991 -1.19971 -0.89889 -0.4782 -0.0947 -0.0951 0.069
C 3.17312 2.78313 2.36681 -1.0251 0.2567 1.1338 0.059
C 3.69444 2.25443 1.18780 0.7082 0.9297 0.9482 0.113
C 2.92407 1.39048 0.40260 -2.7182 -1.3395 -0.6400 0.008
C 1.61191 1.04974 0.76698 0.4816 -0.9239 -0.7100 -0.187
C 1.10925 1.58861 1.97192 -0.3038 -0.8707 -0.4629 -0.042
C 1.87992 2.44689 2.76143 1.8895 1.1229 0.4051 0.055
H 3.77151 3.45077 2.97325 0.0185 0.0132 0.0277 0.156
H 4.69760 2.51680 0.87658 0.1035 -0.0082 -0.0798 0.167
H 3.36037 1.04067 -0.49413 0.3156 -0.4178 -0.7733 0.080
H 0.11541 1.32884 2.31097 -0.0021 0.0221 0.0761 0.117
H 1.47422 2.84867 3.68072 -0.0357 0.0206 0.0461 0.153

=====

# 3
36
Properties=species:S:1:pos:R:3:forces:R:3:lowdin_charge:R:1 method="wB97M-V/def2-TZVPD" orbital_gap_ev=5.9 e_lumo_ev=1.8 multiplicity=1 e_tot_ev=-47836.089 charge=-1
C 3.61866 1.69780 0.56098 -0.4873 1.3231 -0.2832 -0.125
C 2.55036 2.34650 -0.42912 0.3631 -0.5003 -0.7904 -0.247
C 1.82044 1.27029 -1.35280 0.9680 1.3494 -0.1021 -0.424
N 1.12078 0.22549 -0.57784 -2.9379 1.3661 -0.2785 -0.241
Ta -1.05788 0.31416 -0.80404 3.4673 0.1210 -0.6290 1.458
I -0.77857 0.10868 -3.64944 0.7073 2.7744 0.1343 0.071
C -1.20172 0.64841 1.46662 -0.0839 -0.2978 0.1518 -0.473
C -2.13018 -0.32067 2.28953 0.3041 0.2380 1.0657 -0.143
F -1.58990 2.01618 1.71366 0.1108 -1.0163 0.1081 -0.174
C -1.32084 -1.97862 -0.69854 0.7704 -0.6589 -0.5012 -0.852
I -1.71869 -2.64745 -2.78455 -2.2165 -2.6544 1.4196 0.464
C -0.02662 -2.83616 -0.29629 -1.3479 -0.7309 0.5579 -0.867
C 0.65505 -2.47252 1.07602 0.8944 -0.8958 -0.0456 -0.189
I 1.45798 -2.98378 -1.93581 0.3770 0.0024 1.1378 0.627
C -3.35365 0.72275 -1.11494 0.3804 1.1825 -0.2388 -0.632
F -3.97462 -0.09164 -2.04721 -0.0320 0.6257 1.1454 -0.061
F -3.49831 2.02734 -1.63501 -0.3358 -1.3368 0.4882 -0.067
F -4.11223 0.72675 0.05357 0.0598 -0.2724 -1.1212 -0.018
H 4.63235 2.04232 0.21234 -0.8359 -0.8005 0.4402 0.062
H 3.45734 2.17201 1.57098 0.2843 -0.8887 -0.7917 0.065
H 3.52202 0.58216 0.58484 0.2864 1.0212 0.1255 0.062
H 1.80282 2.98806 0.10604 0.5006 -0.7862 -0.3785 0.096
H 3.10748 3.03003 -1.13956 -0.6501 -0.6134 0.7448 0.097
H 1.12108 1.87605 -1.99863 0.5899 -0.8839 0.6806 0.011
H 2.59033 0.85606 -2.07794 -0.7025 0.0500 0.8836 0.105
H 1.39207 0.23678 0.40602 0.2815 -0.0848 -0.3875 0.003
H -0.83451 2.16515 -0.99325 -0.4489 -0.5226 0.1601 -0.078
H -0.16125 0.56625 1.90738 -1.0057 0.1560 -0.4952 0.068
H -2.37036 -1.29767 1.80447 0.2006 0.9246 0.1363 0.044
H -1.60357 -0.57587 3.26198 -0.6620 0.2147 -0.9188 0.069
H -3.08896 0.18516 2.57366 0.8229 -0.3759 -0.5072 0.074
H -2.21447 -2.36175 -0.13739 0.8165 0.1373 -0.4889 0.008
H -0.38771 -3.90457 -0.20392 0.5956 1.1160 -0.3838 0.051
H 1.73771 -2.22021 0.87976 -1.2639 0.1621 0.4233 0.040
H 0.69818 -3.41068 1.70986 -0.1414 0.9707 -0.6570 0.076
H 0.13941 -1.70279 1.69855 0.3707 -0.4154 -0.8047 0.043